1.
A 2-piece molecular cluster, C12H16N2 overall in a non-equilibrium geometry, computed with wB97M-V/def2-TZVPD.

Structure (XYZ):
```
30
Properties=species:S:1:pos:R:3:forces:R:3:mulliken_charge:R:1
C 1.1740 -2.3036 1.1402 -6.604 -2.044 2.849 -1.48
C 2.8829 0.3858 -0.8741 1.438 -1.498 2.558 -0.43
C 2.5539 -0.4993 0.2181 0.532 1.668 -1.144 -0.43
C 2.1604 0.2826 -2.0050 0.694 1.623 -4.301 -0.31
C 1.5267 -1.3720 0.0621 -0.198 -1.746 -1.048 1.00
C 1.0759 -0.6177 -2.1934 0.019 0.915 -0.160 -0.49
C 0.8127 -1.5076 -1.1771 -0.025 0.236 0.964 -0.24
H 3.8556 0.9122 -0.7445 -1.135 0.046 -0.537 0.36
H 3.1337 -0.4744 1.1375 -0.154 0.023 -0.125 0.40
H 2.5809 0.8841 -2.9947 -1.464 -1.373 2.709 0.13
H 0.4533 -0.4551 -3.1054 0.686 -0.785 0.752 0.37
H 0.5394 -1.8076 1.9887 1.666 -0.034 -1.126 0.24
H 1.6056 -3.1423 1.6594 2.103 0.360 -0.219 0.40
H 0.0699 -2.3264 -1.1887 0.309 0.820 -0.344 0.30
H 0.1820 -3.0287 0.9398 2.046 1.867 -0.809 0.19
C -0.7030 2.0241 0.6954 -0.136 4.058 1.024 -0.24
C -0.6170 2.5831 -0.7644 -1.197 0.430 0.698 -1.05
C -1.6284 0.9469 0.9982 -2.142 -4.037 -0.005 0.31
C -2.4363 0.2742 0.1111 -0.207 -0.642 -1.577 -0.29
C -2.5990 -0.8104 1.9765 -0.070 -2.180 2.753 -0.19
N -1.8079 0.2008 2.2140 0.989 0.753 -0.486 -0.65
N -3.0683 -0.8374 0.7100 2.697 3.102 0.213 -0.03
H 0.2993 2.0084 1.1853 -0.827 -0.676 -0.350 0.30
H -1.2057 2.9871 1.1331 1.055 -1.646 0.220 0.23
H -1.3935 3.4249 -0.7734 0.236 -1.777 -0.919 0.36
H -2.5362 0.2388 -0.9880 0.131 0.821 0.730 0.28
H -2.7237 -1.7149 2.7782 -0.095 2.606 -2.200 0.29
H -3.7262 -1.3013 0.1696 -1.294 -1.533 -0.234 0.16
H -0.6962 1.7744 -1.5643 0.376 1.565 0.815 0.18
H 0.2349 3.2713 -0.7443 0.573 -0.921 -0.700 0.33
```
Forces are in eV/Å.

As for the structure (SMILES): CCc1c[nH]cn1.Cc1ccccc1. For the HOMO energy, the calculation gives -8.47 eV. For the total energy, the calculation gives -15680.4673 eV. The strongest force on any atom is 0.1454 Eh/bohr.



2.
A 2-piece molecular cluster, C12H16N2O overall in a non-equilibrium geometry, computed with wB97M-V/def2-TZVPD.

Structure (XYZ):
```
31
Properties=species:S:1:pos:R:3:forces:R:3:mulliken_charge:R:1
C 0.4800 3.1730 -1.6141 -0.011 0.421 0.200 -0.28
C -0.0834 4.4220 -0.8982 0.573 0.082 -0.247 -1.06
C -0.4641 2.0115 -1.6568 0.199 -0.012 -0.471 0.49
C -0.3971 0.9485 -2.5178 0.457 0.526 0.423 -0.72
C -2.1555 0.7861 -1.2117 -0.183 -0.256 -0.390 -0.53
N -1.5696 1.8981 -0.8654 -0.200 0.183 0.486 -0.44
N -1.4811 0.1730 -2.2149 0.175 -0.463 -0.459 0.03
H 0.7522 3.4214 -2.6384 0.021 0.009 -0.101 0.30
H 1.4167 2.8844 -1.1326 -0.054 -0.144 0.058 0.24
H -0.1425 5.2925 -1.5580 -0.262 -0.253 -0.122 0.26
H 0.3951 0.7066 -3.2108 -0.369 -0.206 -0.115 0.39
H -3.0806 0.3802 -0.8335 0.021 0.112 0.129 0.48
H -1.7296 -0.6538 -2.7298 -0.193 -0.017 0.221 0.18
H 0.6194 4.7368 -0.1301 -0.153 -0.073 0.311 0.26
H -1.0525 4.2116 -0.4604 -0.045 0.092 0.086 0.39
C 1.4981 0.3229 3.1795 0.211 0.353 0.792 -1.43
C 1.8958 -1.8925 1.9954 0.087 -0.027 0.487 -0.41
C 1.1382 -0.7473 2.2058 -0.503 -0.139 -0.750 0.41
C 1.4409 -2.9737 1.2498 0.425 0.735 -0.366 -0.52
C -0.0928 -0.6788 1.5402 0.045 -0.316 0.942 -0.38
C 0.2901 -2.8092 0.4961 -0.670 -0.568 0.711 0.65
C -0.5342 -1.7126 0.7369 0.602 0.248 -0.761 -0.44
O -0.1022 -3.8488 -0.3071 -0.121 -0.011 -0.453 -0.55
H 2.8614 -1.9696 2.4771 0.038 -0.094 0.172 0.36
H 2.0373 -3.8733 1.2235 -0.069 -0.095 -0.321 0.39
H 1.1269 0.0589 4.1713 -0.096 -0.134 0.099 0.29
H 1.0314 1.2800 2.9610 -0.035 0.042 -0.297 0.35
H -0.7779 0.1091 1.8216 0.003 0.286 -0.385 0.34
H -1.4624 -1.6176 0.1935 -0.231 -0.068 0.066 0.27
H -0.8117 -3.5761 -0.9108 0.291 -0.002 0.443 0.30
H 2.5625 0.5096 3.3394 0.046 -0.207 -0.388 0.37
```
Forces are in eV/Å.

As for the structure (SMILES): CCc1c[nH]cn1.Cc1ccc(O)cc1. For the HOMO energy, the calculation gives -8.30 eV. For the total energy, the calculation gives -17731.0262 eV. The strongest force on any atom is 0.0220 Eh/bohr.



3.
C12H16N2O as an isolated structure in a non-equilibrium geometry, computed with wB97M-V/def2-TZVPD.

Structure (XYZ):
```
31
Properties=species:S:1:pos:R:3:forces:R:3:mulliken_charge:R:1
C 4.9871 -0.6029 -0.1890 -1.418 0.127 -0.062 -0.57
C 2.5115 0.1358 0.1873 3.678 -1.990 -0.834 0.82
C 1.5834 1.1830 0.4436 1.950 2.349 2.294 -1.04
C 0.3688 1.0292 -0.1163 -3.984 -0.014 -0.685 0.78
C -0.7793 2.2642 -0.3784 3.945 -1.207 0.345 -0.92
C -1.9962 1.5808 0.3217 0.116 5.279 0.521 -0.88
C -2.3317 0.4362 -0.5292 -1.218 3.223 -0.566 0.56
C -3.8692 0.0163 -0.0700 2.045 -0.312 -0.003 -0.90
C -3.5928 -1.5647 -0.0488 -1.276 0.350 1.697 -0.21
C -1.4962 -0.7384 -0.2399 -0.717 1.444 0.761 0.30
C -0.0950 -0.3643 -0.3038 5.842 0.365 2.096 -0.43
C 1.0087 -1.3112 -0.1201 -2.645 -1.604 -2.793 -0.89
H 5.1828 -0.5953 -1.5773 -0.892 -0.067 4.843 0.24
H 4.8340 -1.6550 0.3435 0.193 2.102 -1.879 0.26
H 5.7663 -0.0603 0.4183 -0.362 -0.673 -1.421 0.29
H 1.8133 2.0830 1.2890 -0.176 -2.258 -3.227 0.17
H -0.1750 3.2868 -0.0851 -2.156 -2.444 -0.445 0.32
H -0.9748 2.1912 -1.5318 0.739 0.966 2.076 0.36
H -1.7476 1.4144 1.3372 0.599 -0.866 1.185 0.51
H -2.7903 2.3944 0.5113 0.456 -1.287 -0.989 0.33
H -1.8082 0.9754 -1.4813 -3.153 -2.457 0.441 0.13
H -4.5879 0.5706 -0.6994 -0.046 -0.889 0.218 0.38
H -3.9573 0.3839 1.0546 -0.070 -0.720 -2.493 0.26
H -4.3627 -2.2480 0.6035 1.900 1.784 -1.894 0.30
H -3.4688 -1.9680 -1.2643 -0.023 0.798 4.119 0.21
H -2.3586 -0.7203 1.7293 0.112 -1.272 -2.355 0.40
H -1.7838 -1.2248 -1.0954 0.378 -2.536 -1.766 0.27
H 0.6531 -2.3746 -0.1552 0.524 0.833 0.130 0.39
N -2.1863 -1.3702 0.8727 -1.440 -2.200 -0.863 -0.47
N 2.3779 -1.1244 -0.2499 -5.667 1.478 1.588 -0.53
O 3.8288 0.3281 0.3126 2.765 1.696 -0.036 -0.42
```
Forces are in eV/Å.

For the HOMO energy, the calculation gives -7.98 eV. For the total energy, the calculation gives -17721.3902 eV. The strongest force on any atom is 0.1209 Eh/bohr.



4.
A 2-piece molecular cluster, C12H16N2O3 overall in a non-equilibrium geometry, computed with wB97M-V/def2-TZVPD.

Structure (XYZ):
```
33
Properties=species:S:1:pos:R:3:forces:R:3:mulliken_charge:R:1
C -3.6549 -0.1657 -0.4034 -4.410 -0.182 -1.277 0.48
C -2.3395 -0.2502 0.2004 -0.592 -5.574 8.492 0.35
C -4.3903 0.4891 0.7506 -2.274 -0.758 2.256 -1.56
C -0.0876 0.5306 0.3999 1.358 0.505 -0.698 0.34
C 0.6233 1.9387 0.6030 -0.929 -1.231 -1.053 0.11
C 0.7625 -0.4081 -0.5881 -1.814 -1.875 -0.633 -1.03
C 2.2593 -0.5255 -0.3338 -0.925 0.405 1.021 0.59
C 3.1424 0.4524 -0.8759 -3.275 -1.891 1.700 -0.22
C 2.7515 -1.5176 0.5634 -1.882 -0.910 0.307 -0.37
C 4.4367 0.3129 -0.4860 3.437 2.233 -5.097 -0.49
C 4.0727 -1.5278 0.8743 1.739 -2.262 0.315 -0.41
C 4.9837 -0.6929 0.2798 -2.059 0.838 -0.111 -0.61
H -4.2227 -1.6925 -1.7336 0.083 -0.292 0.641 0.22
H -4.6013 -2.1417 -0.0403 0.848 2.546 -2.422 0.27
H -3.8014 0.6379 -1.2309 0.970 -1.608 0.868 0.25
H -5.5008 0.6306 0.7165 0.726 -0.817 -0.847 0.41
H -4.1908 0.0236 1.7601 0.005 0.425 -1.350 0.28
H -4.0929 1.4752 0.7526 1.117 2.346 0.593 0.43
H -1.5253 0.8202 -1.4911 0.169 -0.253 5.401 0.40
H -0.0680 0.0455 1.3613 -0.489 -0.129 0.299 0.50
H 0.2830 -1.4831 -0.4982 0.819 2.032 0.185 0.32
H 0.5108 -0.1772 -1.6727 0.535 0.325 1.185 0.48
H 2.6451 1.2132 -1.5088 1.089 -0.410 0.225 0.40
H 2.2229 -2.4408 1.0815 0.144 2.419 -1.575 0.20
H 5.0611 0.8467 -1.3896 -0.464 -0.791 3.055 0.14
H 4.4582 -2.4536 1.3553 -0.248 0.974 0.161 0.26
H 6.0014 -0.8811 0.3524 1.704 0.014 0.134 0.47
H 0.7065 3.5581 -0.3650 0.745 1.350 0.468 0.35
N -4.4808 -1.3398 -0.8121 0.546 -1.445 1.639 -0.65
N -1.5030 0.6561 -0.0935 4.723 2.345 -6.287 -0.23
O -2.1906 -0.9610 1.4684 -0.381 3.044 -7.134 -0.67
O 1.2807 2.3641 1.4874 0.479 -0.504 1.833 -0.56
O 0.4482 2.6638 -0.4837 -1.493 -0.868 -2.292 -0.44
```
Forces are in eV/Å.

For the HOMO energy, the calculation gives -9.25 eV. For the total energy, the calculation gives -21821.0357 eV. The strongest force on any atom is 0.1979 Eh/bohr.



5.
An isolated molecule of C12H16N2O5, computed with wB97M-V/def2-TZVPD.

Structure (XYZ):
```
35
Properties=species:S:1:pos:R:3:forces:R:3:mulliken_charge:R:1
N 2.2347 -2.6971 1.7130 0.050 0.432 0.316 -0.25
C 2.2257 -3.8079 0.9650 -0.574 0.097 -0.151 0.40
O 3.0801 -4.6635 1.0101 0.215 -0.361 -0.166 -0.65
C 1.0438 -3.9460 -0.0076 0.569 -0.327 -0.353 -0.23
H 0.7790 -5.0026 -0.0806 0.067 0.185 0.077 0.28
H 1.3674 -3.5800 -0.9893 -0.056 -0.114 0.190 0.25
O -0.1202 -3.2405 0.4083 -0.158 -0.222 0.316 -0.35
C -0.4076 -2.0981 -0.2005 -0.207 0.386 -0.179 0.58
O 0.2210 -1.6050 -1.0981 -0.059 -0.064 0.014 -0.61
C -1.6570 -1.4621 0.4048 0.128 -0.078 0.053 -0.65
N -1.4189 -0.0454 0.5405 -0.001 -0.542 -0.018 0.27
C -2.2187 0.9289 -0.0320 -0.025 0.245 0.157 0.16
O -3.2439 0.6983 -0.6113 -0.165 -0.003 -0.173 -0.64
C -1.5601 2.2691 0.2246 -0.147 0.350 -0.128 0.32
C -1.3132 2.9919 -1.1033 -0.090 -0.182 -0.092 -1.09
C -0.3359 2.2092 -1.9788 -0.018 0.120 -0.008 -0.73
C 0.9500 1.8111 -1.2290 0.107 0.081 0.038 -0.31
C 0.9914 2.3603 0.1952 0.047 -0.190 -0.030 -1.15
H 1.0616 3.4489 0.1840 0.015 0.017 0.076 0.50
H 1.8699 1.9710 0.7123 -0.002 0.092 0.036 0.50
C -0.2618 1.9404 0.9726 0.296 0.222 0.114 0.48
C -0.2767 0.4374 1.1262 -0.196 0.349 0.117 -0.23
O 0.5521 -0.2647 1.6560 0.160 -0.083 0.088 -0.73
H -0.2314 2.3919 1.9684 -0.060 -0.122 -0.038 0.27
H 1.0245 0.7232 -1.1887 0.080 -0.006 -0.031 -0.02
H 1.8263 2.1733 -1.7676 0.023 -0.085 -0.007 0.50
H -0.0919 2.8166 -2.8513 -0.044 -0.078 -0.049 0.42
H -0.8346 1.3093 -2.3422 -0.025 -0.005 -0.098 0.31
H -2.2652 3.0981 -1.6255 0.005 0.092 0.046 0.49
H -0.9270 3.9917 -0.8999 -0.053 0.029 0.027 0.44
H -2.2416 2.8703 0.8339 0.019 -0.141 -0.005 0.23
H -2.5100 -1.5857 -0.2694 0.124 -0.032 0.092 0.38
H -1.8721 -1.9230 1.3722 -0.002 0.075 -0.146 0.30
H 3.0092 -2.5625 2.3419 0.006 -0.064 -0.065 0.23
H 1.5513 -1.9567 1.6461 -0.032 -0.074 -0.019 0.33
```
Forces are in eV/Å.

As for the structure (SMILES): NC(=O)COC(=O)CN1C(=O)[C@H]2CCCC[C@H]2C1=O. For the HOMO energy, the calculation gives -9.81 eV. For the total energy, the calculation gives -25923.8101 eV. The strongest force on any atom is 0.0145 Eh/bohr.



6.
C12H16N3O4PRh as an isolated structure in a non-equilibrium geometry, computed with wB97M-V/def2-TZVPD.

Structure (XYZ):
```
37
Properties=species:S:1:pos:R:3:forces:R:3:mulliken_charge:R:1
Rh 0.0432 -0.1398 -0.0271 -0.106 0.287 0.047 -0.41
C 1.1052 0.5490 1.4945 2.451 1.474 3.444 0.36
O 1.7327 0.9389 2.3822 -2.179 -1.353 -3.082 -0.15
C 0.9881 -1.8430 0.0448 3.335 -5.229 0.694 0.34
O 1.6275 -2.7880 0.2103 -2.227 3.238 -0.608 -0.14
C 1.2108 0.5558 -1.4481 3.511 2.168 -3.847 0.26
O 2.0087 0.9583 -2.1832 -2.664 -1.482 2.596 -0.17
C -1.4639 -0.8253 1.0373 -3.856 -1.627 3.003 0.26
O -2.2497 -1.2384 1.7718 2.491 1.169 -2.189 -0.16
C -3.0148 -1.3919 -3.9256 -2.169 3.460 -0.420 -0.13
H -3.9486 -1.2310 -3.3775 0.250 -0.068 -0.118 0.32
H -2.6699 -0.5743 -4.5666 -0.055 -0.226 0.164 0.32
C -2.3547 -2.5585 -3.8595 1.868 -3.707 -0.032 -0.15
H -1.4468 -2.7371 -4.4443 -0.199 0.060 0.155 0.32
H -2.7259 -3.3930 -3.2562 0.095 0.210 -0.119 0.32
C -2.7561 4.4556 1.3907 -0.258 0.463 0.252 -0.90
N -1.7304 3.6536 2.1234 0.697 0.098 -2.824 0.30
C -0.3796 4.2567 1.9561 0.997 0.914 1.607 -0.87
N -0.0312 4.5334 0.5369 -2.489 -1.534 0.129 0.30
C -1.1260 5.2999 -0.1311 -0.023 0.606 0.028 -0.90
N -2.4370 4.6311 -0.0379 0.783 -0.476 0.538 0.22
C -2.5191 3.3984 -0.8109 0.336 -0.062 0.329 -0.74
P -1.2141 2.1116 -0.1267 -1.247 1.129 -0.708 1.14
C -1.7575 2.2723 1.6613 0.025 0.401 0.606 -0.96
C 0.2332 3.3037 -0.1961 0.341 0.546 0.305 -0.96
H -2.7900 5.4596 1.8507 -0.175 -0.531 -0.119 0.34
H -3.7147 3.9229 1.4772 0.238 0.421 0.116 0.40
H 0.3671 3.5563 2.3679 -0.290 0.454 -0.059 0.44
H -0.3575 5.2103 2.5102 0.021 -0.456 -0.237 0.32
H -0.8542 5.4050 -1.1920 -0.095 0.249 0.420 0.40
H -1.2122 6.2763 0.3792 0.139 -0.372 -0.418 0.34
H -3.5363 2.9823 -0.7282 0.412 0.042 -0.042 0.41
H -2.3116 3.6162 -1.8712 -0.031 -0.182 0.373 0.41
H -1.1486 1.6452 2.3195 -0.079 0.148 -0.039 0.59
H -2.7994 1.9284 1.7025 0.194 -0.147 -0.022 0.47
H 0.3680 3.5683 -1.2528 0.065 -0.210 0.087 0.47
H 1.1503 2.8366 0.1744 -0.105 0.125 -0.006 0.59
```
Forces are in eV/Å.

The charge is +3. For the HOMO energy (alpha / beta), the calculation gives -16.66 / -18.12 eV. Its spin multiplicity is 5. For the total energy, the calculation gives -37625.5664 eV. The strongest force on any atom is 0.1214 Eh/bohr.



7.
An isolated molecule of C12H16N6O2S in a non-equilibrium geometry, computed with wB97M-V/def2-TZVPD.

Structure (XYZ):
```
37
Properties=species:S:1:pos:R:3:forces:R:3:mulliken_charge:R:1
O 1.7110 4.2563 2.8512 -0.024 -0.210 -0.147 -0.65
N 1.3388 1.3673 0.8866 -0.695 -0.428 -1.070 -0.32
N 1.0415 -0.8210 -2.1923 -0.103 2.912 -0.816 -0.66
N -0.1690 -0.6645 -0.1833 -0.368 4.512 -1.006 -0.17
N 0.3888 -2.7148 -1.0308 0.671 -1.021 -1.028 -0.61
O 0.4914 1.2273 -1.3117 -0.181 -1.323 -1.397 -0.38
S 1.5427 -3.2824 -3.1452 1.223 -1.141 -2.774 -0.15
C 1.4830 3.5622 1.8645 1.494 -0.738 3.746 0.29
C 0.7815 1.8768 -0.2101 2.607 2.645 4.757 0.80
C 0.9080 4.0811 0.7222 -0.677 2.366 -4.113 -0.28
C 0.6441 3.3218 -0.3579 -0.779 -0.512 -0.451 -0.50
C 0.4449 -0.1072 -1.2446 -0.091 -3.263 1.130 0.74
C 0.9472 -2.1106 -2.0586 -1.010 -1.224 1.910 0.38
C -0.1869 -1.9355 -0.1539 -0.968 -2.434 1.594 0.45
N 1.8109 2.1881 1.9261 -2.201 1.463 -1.987 -0.24
N -0.8083 -2.6476 0.8305 0.013 -0.199 -0.855 -0.03
C 0.0167 -3.6023 -4.1439 -0.340 0.010 1.720 -0.82
C -3.0826 -1.5014 1.2426 0.182 -0.379 -0.324 -1.55
C -2.4303 -3.5580 2.4648 -0.309 1.473 0.503 -1.54
C -1.1193 -1.4177 2.9077 -1.289 0.672 -0.836 -1.52
C -1.8162 -2.2608 1.7546 -1.623 -0.242 3.531 1.13
H 0.8329 5.1982 0.6149 -0.041 -1.339 0.527 0.35
H 0.2571 3.6675 -1.3544 0.433 -0.043 1.288 0.34
H 1.6857 1.9185 2.9189 0.394 -0.812 -1.163 0.34
H -0.3482 -3.5341 0.9571 -0.476 -0.275 -0.064 0.32
H -0.7163 -4.0731 -3.4542 0.368 0.227 -0.524 0.25
H 0.2304 -4.2826 -4.9575 0.281 0.073 -0.092 0.33
H -0.3791 -2.6531 -4.4777 -0.020 0.083 -0.349 0.27
H -2.7899 -0.6224 0.7198 0.286 0.712 -0.846 0.38
H -3.6748 -1.0987 2.0639 0.230 -0.356 0.414 0.39
H -3.8130 -2.0793 0.6222 0.987 0.135 0.338 0.33
H -3.0950 -4.1331 1.7835 0.806 0.091 0.481 0.39
H -3.0397 -3.2443 3.3765 0.455 -0.038 -1.437 0.34
H -1.6285 -4.0895 2.9596 0.272 -0.790 -0.425 0.47
H -0.9389 -0.4168 2.4682 0.500 -0.499 0.395 0.30
H -0.2434 -1.8842 3.3438 0.419 -0.107 -0.528 0.38
H -1.7702 -1.2609 3.7664 -0.428 -0.001 -0.100 0.43
```
Forces are in eV/Å.

As for the structure (SMILES): CSc1nc(NC(C)(C)C)nc(Oc2ccc(=O)[nH]n2)n1. For the HOMO energy, the calculation gives -8.84 eV. For the total energy, the calculation gives -36572.3629 eV. The strongest force on any atom is 0.1174 Eh/bohr.